Formula: C17H29S3SbTl
Source: the OMol25 dataset
Level of theory: ωB97M-V with the def2-TZVPD basis set

```
! RIJCOSX wB97M-V def2-TZVPD def2/J DEFGRID3
* xyz 0 2
Tl -0.46 0.37 -0.41
C -1.74 -1.15 1.51
C -2.38 -0.18 0.56
C -2.57 1.06 1.41
C -2.04 0.78 2.64
C -1.53 -0.57 2.71
C -0.83 -1.15 3.92
C -0.37 -2.58 3.64
C 0.39 -0.28 4.25
C -1.80 -1.14 5.10
C -3.11 2.44 1.05
C -2.77 3.44 2.15
C -4.65 2.44 0.93
C -2.48 2.98 -0.24
C -3.40 -0.81 -0.41
C -4.67 -1.12 0.39
C -2.86 -2.13 -0.97
C -3.74 0.06 -1.63
H -1.47 -2.16 1.23
H -1.96 1.48 3.45
H 0.34 -2.61 2.81
H -1.21 -3.23 3.41
H 0.14 -2.98 4.52
H 1.08 -0.24 3.40
H 0.92 -0.69 5.11
H 0.10 0.75 4.49
H -2.67 -1.77 4.90
H -2.16 -0.13 5.32
H -1.30 -1.52 6.00
H -3.26 3.20 3.09
H -3.11 4.44 1.85
H -1.69 3.50 2.32
H -5.09 2.07 1.86
H -5.02 1.83 0.11
H -5.00 3.46 0.77
H -1.40 3.14 -0.10
H -2.92 3.95 -0.50
H -2.61 2.33 -1.10
H -4.44 -1.76 1.24
H -5.39 -1.64 -0.24
H -5.14 -0.21 0.77
H -2.76 -2.90 -0.21
H -1.89 -2.01 -1.46
H -3.55 -2.51 -1.73
H -4.18 1.02 -1.37
H -4.46 -0.47 -2.25
H -2.85 0.24 -2.24
S 1.35 -1.50 -1.45
Sb 2.55 0.59 -1.48
S 0.50 0.94 -2.75
S 1.61 1.42 0.56
*
```

Properties
- Expectation value of S²: 0.7598
- Calculated total energy: -61837.0045 eV
- E_HOMO (spin up / spin down): -8.458 / -8.439 eV
- Relative energy (zero: lowest compared OMol25 entry of this formula, charge and spin): 0.0 kcal/mol

=====

Formula: CHCl4OP
Source: the OMol25 dataset
Level of theory: ωB97M-V with the def2-TZVPD basis set

```
! RIJCOSX wB97M-V def2-TZVPD def2/J DEFGRID3
* xyz 0 1
C -1.06 -0.15 -0.57
O -0.70 4.65 -4.91
P -0.21 3.58 -4.07
Cl -0.80 0.31 -2.16
Cl 0.06 0.39 0.52
Cl 1.91 3.58 -3.79
Cl -0.44 1.89 -5.29
H -2.21 -0.10 -0.33
*
```

Properties
- Calculated total energy: -62477.8574 eV
- E_HOMO (spin up / spin down): -10.524 / -8.702 eV
- Relative energy (zero: lowest compared OMol25 entry of this formula, charge and spin): 64.6 kcal/mol

=====

Formula: C3H12N4
Source: the OMol25 dataset
Level of theory: ωB97M-V with the def2-TZVPD basis set

```
! RIJCOSX wB97M-V def2-TZVPD def2/J DEFGRID3
* xyz 0 1
C 0.52 1.75 0.99
N -0.52 1.28 0.09
N -1.76 1.17 0.81
H -0.39 0.85 -1.11
H -1.89 0.18 1.06
H -2.53 1.39 0.19
H 1.46 1.85 0.44
H 0.26 2.72 1.42
H 0.68 1.05 1.82
C 1.36 -1.32 0.05
C -0.03 -1.04 -0.46
N -0.10 -0.39 -1.76
N -1.08 -1.74 -0.15
H -0.94 -0.68 -2.25
H 0.72 -0.49 -2.36
H -0.88 -2.37 0.63
H 1.62 -2.36 -0.15
H 2.11 -0.67 -0.40
H 1.38 -1.18 1.14
*
```

Properties
- Calculated total energy: -9263.0675 eV
- E_HOMO: -7.173 eV
- Relative energy (zero: lowest compared OMol25 entry of this formula, charge and spin): 74.6 kcal/mol

=====

Formula: C9H28O6V
Source: the OMol25 dataset
Level of theory: ωB97M-V with the def2-TZVPD basis set

```
! RIJCOSX wB97M-V def2-TZVPD def2/J DEFGRID3
* xyz 0 4
V -29.73 28.46 2.12
C -31.63 31.20 2.31
O -31.35 29.88 2.65
H -31.13 31.56 1.41
H -32.69 31.41 2.17
H -31.41 31.86 3.15
O -28.31 26.85 1.93
H -27.69 26.71 2.67
C -27.09 29.17 5.92
C -28.11 28.28 5.20
O -29.00 28.96 4.34
H -26.30 29.49 5.24
H -26.70 28.61 6.77
H -27.65 30.01 6.35
H -28.68 27.73 5.95
H -27.66 27.58 4.50
H -29.40 29.66 4.85
C -26.79 31.36 0.07
C -28.02 31.29 1.05
O -27.95 30.09 1.76
H -26.90 32.25 -0.55
H -26.87 30.50 -0.60
H -25.79 31.42 0.48
H -28.95 31.48 0.51
H -28.10 32.18 1.67
H -27.10 30.03 2.20
C -30.59 30.82 -1.53
C -30.95 29.41 -0.99
O -29.89 28.95 -0.15
H -30.61 31.62 -0.78
H -31.35 31.11 -2.25
H -29.62 30.79 -2.01
H -31.05 28.63 -1.74
H -31.82 29.49 -0.34
H -29.23 28.64 -0.77
C -32.46 25.01 1.55
C -31.49 26.07 1.08
O -31.30 26.82 2.22
H -31.99 24.45 2.35
H -32.67 24.41 0.66
H -33.40 25.40 1.94
H -31.86 26.53 0.16
H -30.52 25.62 0.87
H -32.19 27.03 2.52
*
```

Properties
- Expectation value of S²: 3.7539
- Calculated total energy: -47757.9710 eV
- E_HOMO (spin up / spin down): -6.392 / -7.389 eV
- Relative energy (zero: lowest compared OMol25 entry of this formula, charge and spin): 28.8 kcal/mol

=====

Formula: C27H25NO7
Source: the OMol25 dataset
Level of theory: ωB97M-V with the def2-TZVPD basis set

```
! RIJCOSX wB97M-V def2-TZVPD def2/J DEFGRID3
* xyz 0 1
C -1.41 -4.66 -5.00
O -1.86 -3.30 -4.82
C -1.01 -2.36 -4.34
C -1.59 -1.09 -4.06
C -0.92 -0.18 -3.29
C 0.42 -0.43 -2.83
C 1.01 0.48 -1.93
C 2.28 0.34 -1.30
C 3.03 1.51 -0.93
C 4.26 1.37 -0.32
C 4.79 0.08 -0.06
O 6.03 0.09 0.49
C 6.42 1.51 0.66
C 5.26 2.38 0.14
C 4.06 -1.08 -0.37
C 2.82 -0.94 -0.94
C 1.06 -1.61 -3.34
C 0.36 -2.57 -4.04
H -2.28 -5.16 -5.44
H -0.56 -4.72 -5.69
H -1.16 -5.12 -4.04
H -2.61 -0.92 -4.40
H -1.41 0.75 -2.99
H 0.49 1.42 -1.77
H 2.63 2.50 -1.15
H 6.63 1.68 1.72
H 7.35 1.67 0.09
H 5.59 3.04 -0.66
H 4.87 3.01 0.95
H 4.49 -2.05 -0.13
H 2.21 -1.82 -1.12
H 2.12 -1.76 -3.16
H 0.84 -3.50 -4.36
C 1.01 4.36 2.11
C 0.00 3.31 2.50
O -0.28 2.52 1.33
C -1.17 1.54 1.64
C -1.51 0.73 0.50
C -2.36 -0.39 0.56
O -2.42 -1.22 -0.37
C -3.25 -0.57 1.78
C -4.04 0.46 2.31
C -4.88 0.24 3.40
C -4.87 -1.03 4.01
N -5.60 -1.25 5.21
O -5.54 -2.38 5.75
O -6.29 -0.31 5.67
C -4.09 -2.09 3.48
C -3.33 -1.86 2.35
O -1.56 1.43 2.81
H 1.22 5.00 2.97
H 1.95 3.92 1.77
H 0.62 4.99 1.30
H 0.40 2.66 3.29
H -0.93 3.77 2.86
H -0.94 0.90 -0.39
H -4.00 1.46 1.88
H -5.50 1.03 3.81
H -4.11 -3.06 3.97
H -2.75 -2.67 1.91
*
```

Properties
- Calculated total energy: -44221.2391 eV
- E_HOMO: -6.561 eV
- Relative energy (zero: lowest compared OMol25 entry of this formula, charge and spin): 140.7 kcal/mol

=====

Formula: C31H28F5N4O3SeV
Source: the OMol25 dataset
Level of theory: ωB97M-V with the def2-TZVPD basis set

```
! RIJCOSX wB97M-V def2-TZVPD def2/J DEFGRID3
* xyz -1 4
V 0.00 -0.40 -1.11
C -0.91 -2.50 -1.32
C 0.40 -2.67 -0.80
C 1.32 -2.17 -1.77
C 0.58 -1.72 -2.89
C -0.80 -1.92 -2.62
C -1.95 -1.62 -3.53
C 1.17 -1.18 -4.16
C 2.82 -2.19 -1.67
C 0.73 -3.41 0.46
C -2.18 -2.89 -0.63
H -2.31 -2.52 -4.04
H -1.67 -0.90 -4.31
H -2.80 -1.19 -2.99
H 1.51 -2.00 -4.81
H 2.04 -0.55 -3.96
H 0.46 -0.59 -4.72
H 3.24 -3.11 -2.09
H 3.15 -2.13 -0.63
H 3.27 -1.35 -2.20
H 0.63 -4.49 0.30
H 0.05 -3.14 1.27
H 1.75 -3.22 0.78
H -2.41 -3.95 -0.80
H -3.03 -2.31 -1.00
H -2.13 -2.72 0.44
N -3.00 2.27 0.30
C -1.79 1.68 0.17
O -1.69 0.60 -0.42
C -0.59 2.42 0.70
C 0.41 1.50 1.39
H -3.77 1.62 0.19
H -3.11 2.91 1.07
H -0.92 3.17 1.42
H -0.13 2.95 -0.13
H -0.11 0.83 2.06
H 1.11 2.10 1.98
O 5.57 3.36 1.34
N 5.34 3.51 0.16
O 6.05 4.17 -0.59
C 4.14 2.89 -0.40
C 3.76 3.34 -1.62
C 2.60 2.85 -2.26
C 2.14 3.31 -3.49
C 0.95 2.83 -4.01
C 0.26 1.87 -3.27
N 0.64 1.40 -2.10
C 1.82 1.89 -1.54
C 2.18 1.46 -0.29
N 1.21 0.66 0.45
C 1.90 -0.32 1.28
C 3.11 -0.05 1.79
C 3.86 1.13 1.42
C 3.43 1.83 0.33
H 4.36 4.10 -2.10
H 2.72 4.04 -4.03
H 0.57 3.17 -4.96
H -0.67 1.45 -3.65
H 1.31 -1.19 1.55
H 3.55 -0.76 2.47
H 4.77 1.37 1.94
F -6.25 -1.83 7.25
C -5.44 -1.49 6.23
C -5.22 -2.36 5.18
F -5.81 -3.57 5.19
C -4.38 -2.00 4.14
F -4.21 -2.91 3.17
C -3.73 -0.77 4.08
Se -2.58 -0.30 2.65
C -3.99 0.08 5.15
F -3.43 1.30 5.20
C -4.82 -0.25 6.20
F -5.03 0.61 7.21
*
```

Properties
- Expectation value of S²: 3.7655
- Calculated total energy: -149326.4149 eV
- E_HOMO (spin up / spin down): -4.025 / -4.053 eV
- Relative energy (zero: lowest compared OMol25 entry of this formula, charge and spin): 27.6 kcal/mol